(1)
{
  "formula": "C45H106N13O13Si",
  "method": "ωB97M-V/def2-TZVPD",
  "homo_lumo_gap_ha": 0.2672,
  "e_homo_ha": -0.3548,
  "lumo_ev": -2.39,
  "e_tot_ev": -102247.064,
  "total_charge": 1,
  "symbols": ["C", "Si", "C", "C", "O", "C", "C", "C", "C", "C", "N", "C", "H", "H", "H", "H", "H", "H", "H", "H", "H", "H", "H", "H", "H", "H", "H", "H", "H", "H", "H", "H", "H", "H", "C", "C", "O", "N", "C", "H", "H", "H", "H", "H", "H", "H", "C", "C", "O", "N", "C", "H", "H", "H", "H", "H", "H", "H", "C", "C", "O", "N", "C", "H", "H", "H", "H", "H", "H", "H", "C", "C", "O", "N", "C", "H", "H", "H", "H", "H", "H", "H", "C", "C", "O", "N", "C", "H", "H", "H", "H", "H", "H", "H", "C", "C", "O", "N", "C", "H", "H", "H", "H", "H", "H", "H", "C", "C", "O", "N", "C", "H", "H", "H", "H", "H", "H", "H", "C", "C", "O", "N", "C", "H", "H", "H", "H", "H", "H", "H", "C", "C", "O", "N", "C", "H", "H", "H", "H", "H", "H", "H", "C", "C", "O", "N", "C", "H", "H", "H", "H", "H", "H", "H", "C", "C", "O", "N", "C", "H", "H", "H", "H", "H", "H", "H", "C", "C", "O", "N", "C", "H", "H", "H", "H", "H", "H", "H"],
  "coordinates": [[-1.83845, -2.05375, 0.30598], [-1.19959, -0.98748, -1.16190], [-0.26021, -2.16908, -2.35846], [-2.80127, -0.40142, -2.13657], [-0.33982, 0.47382, -0.71966], [0.04952, 0.50277, 0.69699], [1.43301, -0.38485, 1.00629], [2.69366, 0.20551, 0.07951], [2.79893, -0.28044, -1.48268], [3.47122, -1.77768, -1.23393], [4.66973, -1.41024, -0.37606], [4.23312, -0.25427, 0.54442], [-1.62438, -3.19648, 0.04209], [-3.01388, -1.96083, 0.35081], [-1.31026, -1.85597, 1.33477], [-0.58283, -1.95963, -3.48494], [0.90331, -2.17714, -2.24799], [-0.62997, -3.27432, -2.12123], [-3.59566, 0.10857, -1.42819], [-3.34060, -1.32583, -2.65018], [-2.45600, 0.40743, -2.92996], [-0.81769, 0.26837, 1.45575], [0.37073, 1.62922, 0.92763], [1.74548, -0.12063, 2.12775], [1.26589, -1.53712, 0.86342], [2.83817, 1.39005, 0.06592], [1.87270, -0.19895, -2.19453], [3.65466, 0.38490, -1.92829], [2.86318, -2.55248, -0.57185], [3.65684, -2.34882, -2.25322], [5.41359, -1.14145, -1.07713], [5.07521, -2.20549, 0.16903], [5.03697, 0.59535, 0.38439], [4.14285, -0.51517, 1.68166], [7.95739, 0.32185, -3.77194], [6.63749, -0.38576, -3.90090], [5.57987, 0.13729, -3.55892], [6.63451, -1.64832, -4.41620], [7.75830, -2.43087, -4.87221], [7.79899, 1.31645, -3.34654], [8.61840, -0.23797, -3.10507], [8.41798, 0.43666, -4.75685], [5.70890, -2.05740, -4.47107], [7.59230, -2.68179, -5.92270], [7.79118, -3.35109, -4.28397], [8.70506, -1.89911, -4.76993], [3.12977, 2.05079, 4.50242], [2.32416, 0.92532, 5.08875], [1.56903, 0.23784, 4.40595], [2.44905, 0.67490, 6.42341], [3.27423, 1.36081, 7.38872], [2.92463, 2.12793, 3.43132], [2.85224, 2.99600, 4.97636], [4.19722, 1.85613, 4.63663], [1.87536, -0.09725, 6.74244], [3.95605, 0.63048, 7.83121], [2.62172, 1.76138, 8.16826], [3.84974, 2.17281, 6.94259], [2.68347, 4.21472, -1.78136], [2.57562, 4.67665, -0.35501], [3.44235, 4.42811, 0.47930], [1.47276, 5.39327, 0.00522], [0.35351, 5.78608, -0.81709], [3.61448, 3.65757, -1.91583], [1.84718, 3.55415, -2.02491], [2.69652, 5.07679, -2.45369], [1.47334, 5.66778, 0.98080], [0.28857, 6.87677, -0.80216], [-0.55408, 5.36615, -0.37680], [0.45203, 5.44110, -1.84708], [-0.86702, 2.06129, -4.40526], [0.50431, 2.49981, -4.83727], [1.23339, 3.17245, -4.11265], [0.93507, 2.12929, -6.07693], [0.23729, 1.34775, -7.06966], [-1.06858, 2.43196, -3.39666], [-1.62143, 2.47192, -5.08150], [-0.92294, 0.96951, -4.38973], [1.86720, 2.46247, -6.29428], [0.83946, 0.46255, -7.28846], [0.14645, 1.95307, -7.97478], [-0.75453, 1.04023, -6.73602], [-0.20978, -3.73586, -8.28401], [-0.21110, -2.25306, -8.53054], [0.82149, -1.58776, -8.51673], [-1.40682, -1.64488, -8.77546], [-2.71907, -2.24302, -8.83409], [0.81370, -4.07572, -8.10441], [-0.81118, -3.96889, -7.40136], [-0.59948, -4.26100, -9.16020], [-1.32512, -0.64683, -8.93148], [-3.13555, -2.04938, -9.82561], [-3.34560, -1.75960, -8.08065], [-2.69521, -3.31825, -8.65266], [2.98772, 3.04502, 12.07378], [3.52837, 2.84987, 10.68487], [3.53965, 1.75048, 10.13689], [4.01779, 3.94026, 10.02826], [4.09360, 5.30463, 10.49299], [2.63465, 2.08775, 12.46653], [3.77555, 3.41946, 12.73271], [2.14536, 3.74169, 12.05275], [4.36317, 3.72804, 9.09940], [3.52507, 5.93033, 9.80066], [5.14238, 5.61067, 10.47528], [3.69636, 5.42374, 11.50176], [-5.24418, -6.56404, -8.99297], [-5.24551, -5.08124, -9.23950], [-4.21291, -4.41594, -9.22569], [-6.44123, -4.47306, -9.48442], [-7.75347, -5.07121, -9.54306], [-4.22070, -6.90390, -8.81337], [-5.84559, -6.79707, -8.11032], [-5.63389, -7.08919, -9.86917], [-6.35953, -3.47501, -9.64044], [-8.16996, -4.87756, -10.53457], [-8.38000, -4.58779, -8.78961], [-7.72961, -6.14643, -9.36163], [-4.23018, -4.82256, -0.22331], [-5.03579, -5.94803, 0.36302], [-5.79092, -6.63551, -0.31978], [-4.91090, -6.19844, 1.69768], [-4.08572, -5.51254, 2.66299], [-4.43532, -4.74542, -1.29441], [-4.50771, -3.87735, 0.25063], [-3.16273, -5.01722, -0.08910], [-5.48459, -6.97060, 2.01671], [-3.40390, -6.24286, 3.10548], [-4.73823, -5.11197, 3.44253], [-3.51021, -4.70054, 2.21686], [-2.41734, 5.49509, 2.15844], [-2.41867, 6.97789, 1.91192], [-1.38607, 7.64320, 1.92572], [-3.61438, 7.58608, 1.66700], [-4.92663, 6.98793, 1.60836], [-1.39386, 5.15524, 2.33805], [-3.01874, 5.26207, 3.04109], [-2.80705, 4.96995, 1.28225], [-3.53268, 8.58413, 1.51097], [-5.34312, 7.18157, 0.61685], [-5.55316, 7.47135, 2.36180], [-4.90277, 5.91271, 1.78979], [-2.96816, -1.92323, 4.88779], [-3.77377, -3.04870, 5.47413], [-4.52890, -3.73619, 4.79133], [-3.64888, -3.29912, 6.80878], [-2.82370, -2.61322, 7.77409], [-3.17330, -1.84609, 3.81670], [-3.24569, -0.97803, 5.36174], [-1.90071, -2.11790, 5.02201], [-4.22257, -4.07127, 7.12782], [-2.14188, -3.34354, 8.21659], [-3.47621, -2.21265, 8.55364], [-2.24819, -1.80122, 7.32796], [-1.76295, -9.81028, 3.61484], [-1.75287, -8.56157, 4.45155], [-1.75593, -7.43982, 3.95081], [-1.73984, -8.69891, 5.80823], [-1.73426, -9.91605, 6.58396], [-1.77289, -9.54044, 2.55542], [-0.86428, -10.40045, 3.81270], [-2.65965, -10.39756, 3.83023], [-1.73369, -7.81354, 6.30137], [-2.61871, -9.91276, 7.22566], [-0.83752, -9.91566, 7.20827], [-1.74183, -10.80908, 5.95783], [2.93513, 9.40040, -1.15622], [2.40335, 10.74423, -1.56954], [2.97028, 11.44153, -2.40705], [1.25350, 11.18629, -0.98469], [0.44451, 10.52430, 0.01056], [3.85465, 9.18581, -1.70731], [3.16506, 9.40165, -0.08749], [2.20374, 8.62142, -1.38779], [0.95995, 12.09832, -1.31504], [-0.56011, 10.39650, -0.39988], [0.39362, 11.17052, 0.89017], [0.84791, 9.55192, 0.29575]]
}

=====

(2)
{
  "formula": "C45H106N7NaO8",
  "method": "ωB97M-V/def2-TZVPD",
  "homo_lumo_gap_ha": 0.0892,
  "e_homo_ha": -0.1796,
  "lumo_ev": -2.46,
  "e_tot_ev": -79594.056,
  "total_charge": 0,
  "symbols": ["Na", "C", "C", "O", "H", "H", "H", "H", "H", "C", "C", "C", "O", "C", "N", "H", "H", "H", "H", "H", "H", "H", "H", "H", "H", "H", "C", "C", "C", "O", "C", "N", "H", "H", "H", "H", "H", "H", "H", "H", "H", "H", "H", "C", "C", "C", "O", "C", "N", "H", "H", "H", "H", "H", "H", "H", "H", "H", "H", "H", "C", "C", "C", "O", "C", "N", "H", "H", "H", "H", "H", "H", "H", "H", "H", "H", "H", "C", "C", "C", "C", "C", "C", "N", "O", "C", "C", "C", "H", "H", "H", "H", "H", "H", "H", "H", "H", "H", "H", "H", "H", "H", "H", "H", "H", "H", "H", "C", "C", "C", "C", "C", "C", "N", "O", "C", "C", "C", "H", "H", "H", "H", "H", "H", "H", "H", "H", "H", "H", "H", "H", "H", "H", "H", "H", "H", "H", "C", "C", "C", "C", "C", "C", "N", "O", "C", "C", "C", "H", "H", "H", "H", "H", "H", "H", "H", "H", "H", "H", "H", "H", "H", "H", "H", "H", "H", "H"],
  "coordinates": [[2.74970, -5.15874, 7.61653], [0.70742, -1.80411, 0.69436], [1.57231, -2.54266, 1.65700], [1.24303, -3.85256, 2.13675], [1.32267, -1.02660, 0.24152], [-0.19066, -1.43152, 1.18703], [0.37219, -2.41667, -0.14259], [1.59340, -1.81708, 2.47013], [2.62036, -2.51685, 1.35868], [-1.20878, -8.90117, -5.15879], [-0.74317, -7.48021, -4.96728], [-1.94037, -6.34275, -5.08473], [-2.71904, -6.67957, -6.28331], [-2.07258, -6.54088, -7.60656], [-0.28158, -7.44652, -3.57513], [-1.98833, -9.18072, -4.45009], [-0.33927, -9.55177, -5.25246], [-1.70904, -9.03102, -6.11847], [0.03684, -7.29044, -5.70462], [-1.51464, -5.34139, -5.14894], [-2.58128, -6.29664, -4.20427], [-1.02349, -6.83451, -7.57067], [-2.08571, -5.52254, -7.99507], [-2.56987, -7.20262, -8.31572], [-0.22727, -6.50959, -3.20190], [0.69106, -7.71746, -3.54926], [-0.87858, 0.48079, 10.92561], [-1.15474, -0.97622, 10.58492], [-2.64286, -1.37828, 10.71009], [-3.24123, -0.68724, 9.61821], [-4.61129, -0.92578, 9.50295], [-0.64729, -1.09036, 9.18706], [0.09468, 0.92537, 10.71770], [-1.16519, 0.64708, 11.96401], [-1.57851, 1.09153, 10.35534], [-0.49595, -1.67007, 11.10711], [-3.15100, -0.96576, 11.58170], [-2.73815, -2.45624, 10.57959], [-4.93845, -1.96368, 9.44123], [-5.07269, -0.36931, 8.68713], [-5.12417, -0.50382, 10.36724], [-0.64041, -0.10881, 8.94915], [-1.36832, -1.50283, 8.61251], [-5.20271, -10.17808, 4.40979], [-5.28032, -10.10976, 2.85333], [-5.14551, -8.71514, 2.28049], [-6.25760, -8.01988, 2.77497], [-6.28387, -6.67513, 2.18277], [-4.34263, -11.05968, 2.25037], [-5.50562, -9.29420, 4.97113], [-4.24636, -10.50799, 4.81554], [-5.95705, -10.91142, 4.69490], [-6.31640, -10.34517, 2.60999], [-4.92851, -8.59954, 1.21858], [-4.24617, -8.20454, 2.62486], [-6.96528, -5.92416, 2.58254], [-6.44604, -6.65232, 1.10515], [-5.32473, -6.24638, 2.47314], [-4.83022, -11.53191, 1.50246], [-4.21355, -11.84342, 2.87423], [10.32606, -1.55640, 2.25806], [10.64408, -3.02368, 2.53494], [12.02672, -3.07931, 3.33874], [12.19973, -4.46076, 3.71547], [13.47643, -4.78180, 4.27628], [9.50224, -3.57867, 3.31373], [9.46758, -1.30607, 1.63480], [11.10756, -1.09171, 1.65686], [10.10449, -0.98408, 3.15887], [10.71046, -3.44099, 1.53018], [11.87079, -2.34119, 4.12548], [12.91088, -2.86890, 2.73699], [13.62280, -4.25283, 5.21802], [14.36368, -4.43153, 3.74884], [13.31785, -5.84766, 4.44032], [9.47023, -2.97159, 4.12029], [8.61710, -3.44637, 2.84564], [1.97240, 8.25138, 5.68646], [3.17081, 7.35728, 5.67445], [2.81365, 5.90740, 5.21787], [2.33356, 5.92400, 3.71865], [3.62922, 6.36251, 2.97058], [4.18613, 7.77807, 3.40792], [4.29774, 7.83481, 4.82556], [5.08996, 8.88708, 5.31970], [5.53994, 7.82874, 2.71794], [3.29472, 8.89148, 2.77794], [3.59478, 7.23630, 7.17747], [1.10009, 8.16002, 5.03929], [2.22647, 9.31108, 5.71081], [1.39197, 7.99624, 6.57309], [3.76771, 5.39180, 5.32751], [2.02825, 5.58719, 5.90250], [1.51709, 6.63465, 3.59041], [1.94620, 4.93399, 3.47795], [3.39623, 6.43620, 1.90833], [4.32274, 5.54403, 3.16348], [5.49497, 7.66456, 1.64131], [6.19338, 8.63889, 3.04162], [6.20216, 7.03470, 3.06299], [3.29240, 9.92811, 3.11484], [3.52405, 9.03596, 1.72217], [2.23038, 8.69753, 2.64511], [4.56076, 6.75075, 7.31624], [2.89310, 6.87222, 7.92791], [3.77754, 8.25589, 7.51680], [5.67040, 8.39388, 5.90402], [-6.75439, 2.05294, -2.97134], [-7.91173, 3.02306, -2.68384], [-8.16322, 3.91225, -3.96762], [-9.27690, 3.37856, -4.89663], [-10.57695, 3.02043, -4.09347], [-10.28412, 1.92214, -3.08660], [-9.12698, 2.32556, -2.13977], [-8.87898, 1.43281, -1.13155], [-11.48107, 1.89840, -2.11301], [-9.97964, 0.59186, -3.75834], [-7.45338, 4.03983, -1.54413], [-6.04825, 2.66825, -3.52891], [-6.26738, 1.52592, -2.15087], [-7.16461, 1.34458, -3.69110], [-8.42229, 4.93373, -3.68913], [-7.28054, 4.15994, -4.55720], [-9.59297, 4.03871, -5.70434], [-8.85153, 2.49859, -5.37913], [-11.39834, 2.73399, -4.75025], [-10.82589, 3.94221, -3.56766], [-11.74255, 2.87369, -1.70247], [-11.32041, 1.25858, -1.24531], [-12.33842, 1.52923, -2.67584], [-10.27436, 0.63140, -4.80700], [-10.58247, -0.18338, -3.28535], [-8.93577, 0.29999, -3.87353], [-8.35903, 4.64459, -1.49766], [-7.25465, 3.43043, -0.66253], [-6.59642, 4.71276, -1.57411], [-9.62995, 1.45121, -0.53380], [3.29448, 2.15326, -10.69663], [3.13846, 2.46055, -9.19140], [2.25530, 1.28386, -8.48905], [2.39191, 1.17603, -6.96163], [3.90672, 0.99301, -6.61378], [4.84192, 2.15919, -7.14300], [4.52368, 2.39791, -8.61697], [5.30039, 3.43166, -9.20563], [4.70706, 3.41262, -6.25173], [6.30068, 1.55770, -7.05837], [2.29066, 3.71916, -8.92644], [2.26244, 2.12191, -11.04594], [3.73548, 1.15780, -10.64498], [3.83105, 2.77418, -11.41403], [1.17275, 1.35942, -8.59145], [2.61383, 0.42400, -9.05491], [1.97100, 0.19096, -6.76021], [1.98162, 1.96636, -6.33302], [4.22475, 0.00498, -6.94658], [3.97797, 1.13605, -5.53556], [5.09681, 3.17978, -5.26078], [5.42770, 4.12858, -6.64692], [3.77924, 3.97883, -6.33341], [6.38106, 0.76547, -7.80271], [7.05552, 2.33760, -7.15862], [6.56756, 1.06811, -6.12179], [1.25917, 3.56919, -9.24525], [2.64557, 4.47737, -9.62449], [2.15306, 4.15770, -7.93808], [5.62062, 3.01024, -10.00653]]
}